No. 1
The following is a DFT calculation (ωB97M-V with the def2-TZVPD basis set) of a molecular structure, C47H70IrP2Si.

For the total energy, the calculation gives -2909.42228 Ha. The maximum force comes out at 1.118 eV/Å. Its relative energy (zero: lowest compared OMol25 entry of this formula, charge and spin) is 0.000 eV.

```
! RIJCOSX wB97M-V def2-TZVPD def2/J DEFGRID3
* xyz 1 1
H -4.287 0.171 1.887
H -3.368 -1.503 -2.668
H 2.502 -0.546 -2.786
H 2.547 -0.407 3.765
C 2.464 -0.772 -0.642
C 2.848 0.518 -0.145
H 2.063 -3.582 1.377
H 0.369 3.025 -3.865
H 2.428 6.144 0.792
H -4.828 5.241 -1.037
H 0.457 -3.203 -2.258
H 1.537 -3.503 -0.302
C -3.558 -1.168 -1.653
H -1.513 3.710 3.973
H -0.512 1.375 5.658
H -0.817 -3.498 4.825
Ir 0.596 0.036 0.204
H -2.203 0.105 4.656
H -2.336 5.683 -1.898
H -3.055 2.071 0.540
C -2.891 2.159 4.636
H -2.617 2.848 -2.960
H -3.339 1.953 5.610
H 1.255 7.170 0.005
H 4.655 0.940 -1.132
C -2.865 -3.274 4.141
H 0.309 5.567 1.765
H -1.012 -3.162 1.046
C -3.945 4.612 -0.915
H -0.090 -4.947 2.923
H 2.115 6.377 -1.984
H 4.119 1.172 2.791
H 0.368 0.486 3.630
H 2.509 1.867 2.940
H -1.721 -4.956 2.302
H -3.553 -1.479 3.175
C -2.872 -2.294 2.954
P -0.205 1.883 -1.076
H 2.310 -2.204 -2.237
H 0.039 5.029 -1.905
C -0.482 -2.940 -1.772
C -1.001 -4.348 2.856
H -1.223 3.878 -2.888
C 1.008 4.545 -1.803
H -1.691 3.618 5.709
C -2.977 4.817 -2.086
C 3.268 1.556 2.223
H -4.772 2.837 -1.787
H 0.385 1.977 -6.059
H -5.089 2.967 -0.075
H -3.231 1.297 -1.023
H -0.148 -0.429 -6.299
H -5.679 -1.071 -1.947
C 2.348 -1.238 3.092
H -1.716 -4.992 4.793
H -0.650 -1.774 -4.305
H 2.993 5.093 -1.194
H 3.252 1.511 -2.023
C -2.486 -0.942 -0.784
C -5.110 -0.429 0.022
C -1.437 -1.833 2.657
Si -0.684 -1.118 -1.331
C -1.620 3.009 4.807
H -6.124 -0.211 0.330
H -3.043 -2.724 5.068
H 1.939 2.855 -0.970
C -0.439 -0.141 -2.922
C -1.555 -4.062 4.247
H 1.677 3.618 1.177
H -0.495 5.520 0.215
H -3.480 4.920 0.027
C 2.009 5.567 -1.262
C 2.767 0.512 1.275
H -3.537 5.039 -2.997
C -0.150 1.224 -2.793
H -0.612 -3.585 -0.907
C 0.452 5.300 0.716
C -0.708 -3.045 2.087
H 3.837 2.403 -0.609
C -0.395 2.104 4.852
H -1.507 3.660 -0.255
H -1.916 1.904 2.232
C 0.144 1.382 -5.187
H 3.242 -3.386 0.103
C -1.786 2.897 -0.987
C 1.577 6.133 0.106
H 3.878 -1.423 -2.108
H -0.016 3.230 1.090
C -2.101 3.579 -2.332
H 1.332 4.244 -2.798
H 0.367 2.039 2.838
C 2.328 -0.777 1.666
H -0.986 -1.539 3.612
H 3.149 -1.970 3.229
C -0.152 0.035 -5.321
H 3.618 2.440 1.696
C -4.859 -0.914 -1.258
C 0.773 3.815 0.606
C 0.969 3.324 -0.864
P -1.277 -0.299 1.586
C -2.753 -0.488 0.513
C -4.066 -0.226 0.905
C -3.100 2.259 -0.531
H -3.639 2.712 4.062
H 1.425 -1.712 3.419
C 2.186 -1.600 0.498
C -1.561 1.055 2.825
H -1.292 -3.186 -2.467
H -3.532 0.403 3.567
C 0.134 1.975 -3.934
C -0.441 -0.716 -4.192
C 3.673 1.409 -1.023
H 0.351 -2.841 2.067
C -2.599 0.824 3.935
C -0.217 1.398 3.500
C 2.801 -1.258 -2.016
H 0.508 2.672 5.082
C -4.326 3.140 -0.836
H -3.701 -3.967 4.028
H -3.262 -2.775 2.053
C 2.236 -3.095 0.422
*
```

***

No. 2
The following is a DFT calculation (ωB97M-V with the def2-TZVPD basis set) of 6 unconnected molecules or ions with the total composition C47H71F16N2O14.

For the total energy, the calculation gives -4594.03780 Ha. The maximum force comes out at 3.435 eV/Å.

```
! RIJCOSX wB97M-V def2-TZVPD def2/J DEFGRID3
* xyz 1 1
H -1.029 -0.044 -0.779
C -13.055 1.008 -3.346
H -0.829 -3.768 -3.239
H 5.078 -1.429 4.616
H -0.293 3.540 -0.015
C -0.453 -3.098 -2.470
H -8.563 0.022 -2.197
H 1.374 -5.125 0.259
C -0.932 -3.636 -1.094
H 5.539 8.387 -0.552
H 1.824 6.680 5.118
H -12.910 -1.985 -5.973
O 6.060 7.922 1.415
C 0.017 7.335 4.151
H -3.432 -3.502 1.050
H 0.281 -0.654 -3.189
H 6.250 0.432 5.844
H -8.177 -1.552 0.556
O -8.239 -1.869 -1.448
H -9.775 -1.195 -2.624
C -0.094 2.475 -0.142
O 5.473 -2.090 6.552
H -8.134 -4.334 0.609
N 2.652 -0.641 0.427
O -1.149 5.388 2.711
C 3.966 -2.360 1.468
H -0.666 6.713 4.727
H 6.320 0.639 1.307
H 3.781 -4.341 0.056
H 3.766 -3.394 1.717
O 6.253 -2.008 2.116
C 4.005 -2.099 8.384
H 6.493 -2.446 4.836
H 6.752 10.374 0.404
C -1.932 2.327 1.637
H -2.225 -1.871 -1.004
H 5.549 -3.699 -3.922
F 3.704 -4.254 -1.926
C -1.035 6.481 2.237
C 1.414 6.755 4.112
O 4.361 9.395 1.352
C 7.384 -1.168 1.889
H -5.795 -4.147 1.115
F -2.703 7.549 0.950
H 7.216 -0.101 4.461
C -4.538 -2.955 -0.759
F -1.802 5.777 0.110
C -0.825 2.026 -1.413
C 6.809 -0.404 5.424
H -9.524 -2.643 0.018
O -11.951 -1.065 -3.901
H -0.129 -3.755 -0.375
H 1.048 0.824 -2.708
H -2.619 1.511 1.839
H -9.735 -0.509 -0.969
H -7.211 -3.911 -0.868
C -13.912 -1.800 -5.586
O 5.751 -2.130 -0.103
H 5.643 -5.641 -2.319
C 3.044 -4.130 -0.709
C 5.926 -1.626 5.272
C -14.411 -2.961 -4.755
H 7.407 -5.673 -2.484
H 1.586 -3.877 -2.776
H -4.841 -1.666 0.983
C 7.248 0.102 1.098
H -14.566 -1.638 -6.439
C -8.486 -2.345 -0.134
C 6.429 8.266 0.065
H -0.970 -2.159 -2.635
H -1.650 0.327 -2.367
H -15.404 -2.747 -4.357
H -2.337 2.943 0.839
H -0.356 2.551 -2.249
C -0.824 0.522 -1.684
H 7.286 -0.071 0.026
H 3.748 -1.792 2.376
C 5.424 -2.136 1.062
H -4.259 -2.241 -1.533
O 3.801 -0.589 6.506
H 2.055 7.379 3.515
C -0.556 1.796 1.145
N 1.859 -0.023 -0.410
C 4.720 8.066 3.332
H -0.603 0.707 1.079
F 8.867 -4.031 -7.420
H 6.980 7.410 -0.320
C 1.363 -0.749 -1.364
H -6.002 -1.467 -0.302
H 1.236 -2.369 -3.564
H 8.169 9.373 0.681
H 6.526 -3.329 -2.511
C 3.033 -1.890 0.396
C 1.669 -2.132 -1.530
O -13.939 -0.575 -4.829
C -2.011 -2.750 -0.409
C 0.469 -0.022 -2.333
H -14.462 -3.867 -5.358
C 4.403 -1.474 7.039
F 5.832 7.930 4.057
C -9.141 -0.822 -1.824
F 3.396 -3.275 8.182
H 3.016 -0.070 1.184
H 1.410 5.760 3.662
C 6.473 -5.425 -2.988
F 9.885 -3.823 -5.533
C 1.082 -2.934 -2.642
O -0.490 7.534 2.815
C 5.015 8.569 1.912
F 4.114 6.861 3.292
H 8.063 0.769 1.342
C -5.436 -2.216 0.252
O 6.563 -4.402 -6.030
C -6.357 -3.219 0.972
F 5.070 -2.315 9.157
C 2.005 -5.232 -0.621
H -1.573 -2.393 0.528
F -12.222 1.114 -2.313
H -1.852 2.387 -1.395
H -3.196 -4.593 -0.274
H 7.635 -0.616 6.102
F -14.297 1.190 -2.891
F 3.167 -1.311 9.045
F -12.781 2.002 -4.199
H 1.352 -5.301 -1.480
C 6.463 -3.965 -3.392
H 0.184 2.013 1.917
O 7.613 -3.645 -4.192
H 7.636 9.710 -0.976
H 0.032 8.318 4.616
O 8.435 -1.489 2.400
C 8.789 -3.480 -6.216
C -12.899 -0.352 -4.042
F 8.801 -2.149 -6.366
C 7.298 9.505 0.039
C -7.571 -3.557 0.094
C 7.511 -3.920 -5.488
F 3.920 8.902 3.986
H 6.392 -6.073 -3.860
H -6.636 -2.857 1.961
H 2.540 -6.171 -0.500
H -1.333 -4.632 -1.262
H -1.765 2.927 2.521
H 0.984 2.374 -0.260
H -5.049 -3.786 -1.240
C -1.561 6.864 0.846
H -13.753 -3.148 -3.906
C 2.549 -2.693 -0.628
F -0.687 7.622 0.179
C -3.291 -3.538 -0.027
*
```

***

No. 3
The following is a DFT calculation (ωB97M-V with the def2-TZVPD basis set) of a molecular structure, C47H71F27InO18.

For the total energy, the calculation gives -6074.40219 Ha. The maximum force comes out at 1.556 eV/Å. Its relative energy (zero: lowest compared OMol25 entry of this formula, charge and spin) is 0.000 eV.

```
! RIJCOSX wB97M-V def2-TZVPD def2/J DEFGRID3
* xyz -1 1
O 1.029 -12.419 -5.468
H 3.114 1.667 -3.167
C -0.606 -11.038 -4.309
H 4.723 6.868 -2.994
H 1.663 13.013 -0.139
C 6.645 6.729 -3.991
H -1.223 1.843 0.693
H 1.357 -2.686 -2.478
F -3.716 -1.338 -1.290
O -9.041 -4.391 -3.674
C -1.370 6.888 3.954
H -4.168 -5.378 2.432
F 1.207 -10.137 0.740
C 5.369 0.797 1.391
H 2.073 -2.624 1.007
C 4.422 -6.315 -0.758
H 5.265 -6.741 -0.210
C -5.454 -5.818 0.778
O -1.483 -7.739 6.068
H -7.629 -3.446 -5.476
F 2.985 -13.189 -7.437
H 6.572 5.664 -4.209
H -1.405 -11.683 -4.680
F -0.037 8.187 -1.128
C -5.157 11.382 7.649
H 4.219 -1.125 1.344
C 5.774 7.090 -2.805
O -1.258 -6.841 4.026
F -2.570 -1.475 0.511
C 1.583 -11.614 -6.371
C 0.210 9.056 -0.143
H 5.514 2.036 -1.596
H 4.001 1.568 -0.740
C -4.759 -4.836 1.700
H 2.406 -0.245 0.134
F -5.452 13.717 7.397
O -4.455 10.510 8.368
C 2.443 -8.649 -0.632
F -3.357 -5.264 5.202
C -1.521 6.010 1.782
H 0.594 -6.666 3.210
F 1.959 -10.916 -1.113
H -0.893 -10.644 -3.334
C 5.809 0.466 -0.079
H 7.688 6.980 -3.789
H 4.804 -0.596 3.007
F -3.914 -6.854 3.868
H -0.187 6.351 0.129
F 1.284 8.598 0.526
O 1.628 10.521 -1.283
F 4.828 10.965 -1.523
H -0.241 -9.364 4.388
H -6.090 -6.496 1.349
O 1.809 -10.455 -6.210
F -0.831 8.996 0.700
H 1.798 -4.323 0.404
H -6.014 -1.921 -4.288
H -0.310 -8.938 2.686
F 3.296 -10.541 0.527
H -0.040 -2.155 0.238
H 4.727 -7.459 -2.547
C -3.344 -6.590 5.050
C -8.231 -5.259 -3.788
O -5.833 11.107 6.707
H 3.639 -6.105 -0.029
H -2.617 9.161 6.985
H -5.476 -4.224 2.250
F -0.530 5.501 5.694
O 5.939 8.473 -2.442
O 1.655 -7.762 -0.528
C 0.216 -8.737 3.621
F 0.917 -13.181 -8.024
H 0.587 -12.623 -3.493
H 2.773 11.565 -2.592
C 2.225 -10.066 -0.112
C -4.369 -2.990 0.299
C 1.925 -12.398 -7.633
H 3.042 0.030 -3.925
F -9.441 -6.797 -2.454
C -6.764 -3.834 -4.936
F -8.657 -7.523 -4.315
H -5.967 -3.978 -5.665
H -0.519 -10.204 -5.005
O -1.330 8.007 3.543
C -6.304 -2.879 -3.854
H 0.537 5.459 1.478
O -5.534 -2.728 0.258
C 0.469 -2.822 -0.488
C 2.457 12.767 -0.845
C 0.694 -11.809 -4.210
H 2.681 -3.155 -0.614
O -1.463 5.796 3.205
H 6.851 0.833 -0.192
H 0.341 0.990 0.947
C 3.937 -7.280 -1.818
H 4.571 -0.811 -1.986
H -6.074 -5.300 0.045
C -4.544 9.137 7.949
H 1.259 -9.032 3.511
F -4.142 -7.090 5.986
C -0.149 1.827 0.404
O 4.574 9.073 -4.113
C 1.853 -3.252 0.122
H 3.422 0.187 2.214
C -5.006 12.783 8.229
C 0.438 10.460 -0.690
H 6.299 0.821 2.002
F -7.337 -7.147 -2.660
H -0.353 -2.052 -2.391
H -5.453 -3.294 -3.312
H -7.092 -2.700 -3.123
C -0.144 6.269 1.210
H -4.720 -6.404 0.222
O 3.621 -8.563 -1.244
H 6.076 6.508 -1.935
H -3.956 9.441 5.890
C -3.257 -2.192 -0.378
H 4.925 1.811 1.465
H 0.359 2.761 0.730
C -3.642 8.866 6.762
C 3.093 0.577 -2.953
H 0.614 -7.047 4.923
C -1.928 -7.147 5.134
In 1.551 -0.075 -1.444
H -0.951 1.310 -1.597
H -1.932 5.097 1.352
H 0.353 2.561 -1.580
O -0.345 11.355 -0.624
C -8.418 -6.690 -3.296
H 0.280 7.180 1.603
H 3.079 -6.883 -2.363
F -3.733 13.077 8.503
F -2.387 -2.992 -0.993
H 5.284 0.351 -3.200
C 0.114 -7.268 3.979
C 4.937 1.182 -1.184
H -0.159 -3.729 -0.622
H -2.215 6.818 1.545
F -5.693 12.910 9.370
H 1.512 -11.177 -3.861
H 4.732 -5.372 -1.209
H 1.136 12.175 -2.459
H 6.348 7.284 -4.882
H 5.833 -0.625 -0.269
H 3.280 12.345 -0.268
F -0.988 7.522 6.221
C 5.273 9.349 -3.188
O -7.052 -5.133 -4.390
O -3.840 -4.009 0.972
C 1.976 11.777 -1.887
C 4.410 -0.279 2.022
F 6.783 11.014 -2.413
F 2.216 -11.598 -8.652
H 2.793 13.689 -1.320
F -2.576 6.116 5.852
C 4.537 0.230 -2.380
C 0.629 -2.090 -1.881
C -1.361 6.509 5.431
C 5.497 10.763 -2.664
H -4.223 8.536 8.799
H -3.658 7.815 6.501
C 0.040 1.579 -1.165
F 5.086 11.689 -3.528
H -5.580 8.870 7.737
*
```

***

> The lowest maximum force belongs to which entry?

C47H70IrP2Si

***

> The highest maximum force belongs to which entry?

C47H71F16N2O14

***

> What is the formula in the second record?

C47H71F16N2O14